(1)
Molecular formula: C3H8NO
Method: DFT, ωB97M-V/def2-TZVPD

**<S²>**: 0.77
**E_tot**: -6775.8652 eV
**Molar mass**: 74.103 g/mol

Geometry as ORCA input:
```
! wB97M-V def2-TZVPD RIJCOSX def2/J DEFGRID3
* xyz 0 2
H -1.392 1.132 1.558
H 0.880 -1.303 0.675
O -0.119 0.655 0.099
H 1.730 -2.697 0.660
H 0.014 -1.319 -1.296
N 0.918 -2.227 0.289
H 0.214 -3.046 -1.501
C 0.709 -2.138 -1.155
H -1.610 3.486 0.878
H -0.679 3.153 -0.686
H 1.605 -1.990 -1.765
C -0.836 1.484 0.675
C -0.998 2.815 0.292
*
```

Atom charges from the Löwdin analysis, given in e for atoms 1 to 5:
1. H 0.115
2. H 0.011
3. O 0.011
4. H 0.049
5. H 0.045



(2)
Molecular formula: C34H22F2NO13Rb
Method: DFT, ωB97M-V/def2-TZVPD

**E_tot**: -69808.7444 eV
**Molar mass**: 776.008 g/mol

Geometry as ORCA input:
```
! wB97M-V def2-TZVPD RIJCOSX def2/J DEFGRID3
* xyz 0 1
C 0.977 3.512 -0.363
C -1.845 5.662 1.002
C 4.543 4.655 0.439
C -1.780 -3.269 1.644
H 2.115 -5.389 0.209
H -0.430 -7.689 2.718
H 0.541 7.622 2.135
H -1.706 3.893 -0.163
N 0.807 -0.161 -3.778
O 1.755 -0.437 -3.016
O -3.968 1.327 -3.437
C -2.548 -5.999 2.754
H 5.344 1.830 -1.284
H -2.149 1.993 -5.500
C -4.192 -2.619 2.074
C 5.254 -1.478 -0.051
F 5.174 -3.495 0.933
C 0.260 4.663 0.289
C -0.296 -6.768 2.169
C 0.881 -6.656 1.395
H 5.762 -1.342 0.904
O -2.442 1.527 -1.831
H -2.984 3.528 -5.567
C -5.826 -4.025 3.098
C 0.126 6.796 1.577
O -1.424 -2.238 1.109
C -1.132 4.700 0.268
O -2.912 -7.097 3.195
H -6.194 -1.978 2.775
H 2.895 1.601 -1.369
C -2.897 2.604 -4.995
H -4.006 -1.665 1.603
Rb -0.493 -0.205 -0.777
C 2.367 5.821 0.933
C 3.022 -1.422 0.107
C 4.697 -2.846 -0.099
C 1.176 -5.533 0.722
O 2.970 6.724 1.451
H 4.987 5.610 0.679
H 1.617 -7.437 1.515
C -3.534 -4.836 2.680
O 4.119 -0.673 -0.065
C -4.254 2.049 -4.590
H 0.563 -3.482 0.242
C 2.544 3.506 -0.360
C 4.702 2.589 -0.861
H -1.928 7.374 2.218
F -4.858 1.289 -5.543
O 0.354 2.569 -0.779
H -5.138 -6.007 3.476
C -1.183 -5.721 2.157
O -2.480 2.862 -3.708
O -0.230 0.283 -3.564
C 0.327 -4.396 0.767
C -4.877 -5.030 3.098
H 6.016 -1.411 -0.828
C 0.891 5.744 0.940
O 1.061 -0.615 -4.875
C 3.114 4.664 0.237
H -6.780 -4.085 3.601
H -2.912 5.646 1.166
C 5.274 3.601 -0.079
C -0.901 -4.451 1.544
H 4.947 -3.369 -1.022
H 6.350 3.684 -0.045
C 3.345 2.452 -0.879
O 3.279 -2.675 0.102
H -4.919 2.849 -4.266
C -5.509 -2.797 2.611
C -3.164 -3.547 2.159
C -2.917 1.850 -2.921
O 1.911 -0.961 0.239
C -1.259 6.720 1.680
*
```

Atom charges from the Löwdin analysis, given in e for atoms 1 to 5:
1. C -0.240
2. C -0.065
3. C -0.005
4. C -0.283
5. H 0.104



(3)
Molecular formula: C4H10N2O
Method: DFT, ωB97M-V/def2-TZVPD

**E_tot**: -9336.3234 eV
**Molar mass**: 102.137 g/mol
**SMILES**: NCC[C@H](N)C=O

Geometry as ORCA input:
```
! wB97M-V def2-TZVPD RIJCOSX def2/J DEFGRID3
* xyz 0 1
H 1.615 1.445 0.596
H 0.505 -1.509 0.415
H -0.875 1.184 -0.204
H -0.700 -1.105 -0.797
H 2.018 0.348 -0.874
H -0.138 0.279 -2.627
C -1.103 -0.176 1.632
C 0.222 -0.760 -0.330
C 1.335 -0.471 -1.329
H 1.411 0.952 -2.570
H 1.986 -1.333 -1.494
C -0.305 0.467 0.506
O -2.211 -0.631 1.465
N 0.767 1.257 1.104
H 0.369 2.115 1.479
N 0.862 0.095 -2.689
H -0.487 -0.650 2.419
*
```

Atom charges from the Löwdin analysis, given in e for atoms 1 to 5:
1. H 0.048
2. H 0.113
3. H 0.162
4. H 0.115
5. H 0.105



(4)
Molecular formula: C26H39Cl18FI2N5O3S
Method: DFT, ωB97M-V/def2-TZVPD

**E_tot**: -296334.7204 eV
**Molar mass**: 1412.657 g/mol

Geometry as ORCA input:
```
! wB97M-V def2-TZVPD RIJCOSX def2/J DEFGRID3
* xyz 1 1
H -10.884 -4.490 3.304
C 0.192 4.233 1.181
H 4.809 -0.446 2.360
C 4.655 1.263 -1.966
C -0.233 2.128 -0.454
C 2.398 1.033 -1.014
C 0.038 -4.913 -3.258
Cl -10.091 -5.338 1.271
C -1.471 -1.075 -1.367
H -3.805 2.236 -0.384
H -0.816 5.009 -0.648
H 5.508 -1.594 0.560
F 4.252 2.243 -2.831
O 0.462 -2.034 0.672
O -0.763 -1.793 -1.947
H -1.888 1.678 -1.749
H 0.022 0.519 -1.782
Cl -4.785 -0.552 1.784
H 0.707 3.818 -1.327
C -5.589 -2.128 1.669
C 0.905 2.820 -3.768
H -0.536 -3.999 -3.166
H -1.694 -2.749 1.910
Cl -8.748 -3.544 3.116
H 6.139 -0.172 -0.259
Cl 1.621 -4.640 -2.516
Cl -5.599 0.939 -1.353
I -0.115 4.600 3.307
N 2.101 2.302 -1.443
H -1.052 -1.339 2.789
H 5.323 1.734 -1.238
C 4.029 -0.724 -0.659
H -2.428 -1.104 1.697
Cl -11.205 -2.713 1.813
C -6.093 1.654 -2.892
C 0.065 0.605 -0.685
H 6.222 1.956 1.053
H -2.802 3.002 0.830
Cl 2.882 -5.143 2.679
C -2.915 -0.945 -1.787
C 6.166 1.174 1.816
H 3.889 -1.097 5.509
N 3.591 0.572 -1.226
C 0.255 2.675 0.898
Cl -4.682 2.262 -3.766
Cl 2.653 -0.267 3.698
C -0.833 5.090 0.442
C 3.587 -0.107 5.191
N 0.103 2.673 -2.910
Cl -0.833 -6.201 -2.428
H -1.853 4.944 0.801
Cl -6.974 0.482 -3.867
H 1.314 2.421 0.978
C -2.822 2.193 0.093
H -2.908 -0.846 -2.877
H 6.461 0.051 -2.345
H -0.609 6.139 0.660
H -6.751 2.488 -2.684
O 2.867 3.273 -0.778
N 1.477 0.287 -0.329
H 4.041 0.833 1.369
H 1.598 -0.648 -0.738
C -10.310 -4.077 2.484
Cl -4.486 -3.357 1.043
C 0.711 2.746 -1.535
C -1.507 -1.677 1.857
H 0.716 -4.535 2.027
S 1.815 3.181 -4.965
Cl 0.444 -6.717 2.839
Cl -7.020 -2.012 0.655
H -3.423 -1.894 -1.594
H 1.184 4.647 1.001
I -0.552 1.618 2.623
H 3.098 3.914 -1.473
Cl 1.458 -5.862 0.250
H 4.973 -0.561 -3.155
H 3.283 -1.120 0.034
H -1.800 3.358 -1.366
C -0.503 -1.364 0.741
H -5.897 -2.424 2.664
N -0.929 -0.342 -0.195
H 4.147 -1.499 -1.414
H 6.168 1.576 2.828
C 5.267 -0.569 0.260
Cl 5.044 0.853 4.916
H -2.764 1.269 0.665
H 7.072 0.573 1.679
H 5.801 0.831 -3.755
C 1.297 -5.447 1.957
C 5.527 0.322 -2.832
H -3.453 -0.099 -1.357
Cl 2.602 0.609 6.465
C 4.956 0.256 1.542
C -1.688 2.367 -0.921
Cl 0.213 -5.288 -4.974
*
```

Atom charges from the Löwdin analysis, given in e for atoms 1 to 5:
1. H 0.014
2. C -0.742
3. H 0.039
4. C -0.299
5. C -0.344



(5)
Molecular formula: C7H13Cl3N
Method: DFT, ωB97M-V/def2-TZVPD

**<S²>**: 2.01
**E_tot**: -46512.1084 eV
**Molar mass**: 217.547 g/mol

Geometry as ORCA input:
```
! wB97M-V def2-TZVPD RIJCOSX def2/J DEFGRID3
* xyz 1 3
H 0.863 0.319 2.030
C -0.388 0.626 -1.195
C 0.028 0.263 1.361
H -0.408 -1.920 0.937
N 0.750 0.452 0.056
Cl -1.456 2.048 -0.888
H -0.610 1.141 1.376
C -1.866 -0.858 0.135
C 1.453 1.739 0.205
H 1.145 2.377 0.993
Cl 0.458 0.796 -2.720
H 2.118 -0.692 -1.388
H 1.565 2.162 -0.802
H -1.352 -1.119 2.247
C 1.695 -0.671 -0.293
Cl -3.086 -2.169 0.259
C -0.887 -1.025 1.299
H 2.604 1.723 0.447
H 1.146 -1.710 -0.259
H 2.515 -0.632 0.456
H -1.893 -0.706 -2.074
C -1.222 -0.704 -1.195
H -2.542 0.111 0.353
H -0.629 -1.551 -1.339
*
```

Atom charges from the Löwdin analysis, given in e for atoms 1 to 5:
1. H 0.134
2. C -1.062
3. C -0.093
4. H 0.103
5. N -0.327



(6)
Molecular formula: C24H35BBr42FNO5S
Method: DFT, ωB97M-V/def2-TZVPD

**E_tot**: -2993193.3167 eV
**Molar mass**: 3835.391 g/mol

Geometry as ORCA input:
```
! wB97M-V def2-TZVPD RIJCOSX def2/J DEFGRID3
* xyz 0 1
H 1.368 0.444 0.489
Br 15.007 2.756 -2.311
H -2.513 -2.071 2.238
C -1.347 5.138 4.008
C 0.103 -7.319 0.064
Br -7.419 4.736 -0.244
H -6.052 0.695 3.879
Br 12.653 0.616 -2.323
N -0.068 1.155 2.302
C -1.390 -0.601 1.101
Br 12.035 3.665 -1.622
C -5.768 0.081 -2.600
H -1.111 -1.975 -1.415
C 9.825 2.262 1.779
C 0.061 -1.144 3.265
C 0.906 0.129 -0.436
H -1.484 -2.733 0.961
Br -6.014 -1.830 -2.670
H -7.283 4.914 2.215
Br -0.872 3.720 5.216
H -11.709 -2.250 -3.154
Br 6.428 0.002 3.687
C -0.745 -0.127 2.431
Br -10.414 -1.887 -5.221
C -2.163 -1.919 1.216
Br -8.741 -7.463 -9.951
H 4.722 -1.459 2.641
Br 0.205 5.876 3.146
Br 11.287 1.147 1.218
Br -5.694 -7.651 -10.846
H 1.618 -2.549 2.918
H -3.230 -1.392 -0.604
H 0.161 -7.628 -0.970
Br 7.513 5.597 2.170
H -0.514 -1.424 4.149
H 10.151 3.289 1.704
H 0.692 -2.241 1.484
Br -1.533 -6.333 0.274
Br 9.554 9.666 3.208
Br -2.388 6.492 4.886
Br -6.482 -5.607 -5.848
H -5.009 -0.762 0.614
H 5.718 0.521 -3.379
H 1.504 -1.955 -0.867
C -7.198 -6.490 -10.556
Br -7.317 2.454 1.973
F -3.308 -3.377 -0.235
Br -7.573 -0.635 2.477
Br -10.024 -0.647 -2.325
H -4.748 -1.912 1.934
H 2.833 -0.853 -0.695
H 1.856 -0.829 -2.185
S -2.920 1.083 2.269
Br 0.120 -8.910 1.140
C 6.305 0.846 -2.532
O -2.423 0.476 0.902
C 1.826 -0.936 -1.104
H 0.825 0.994 -1.100
Br 5.224 2.069 -1.510
Br -3.908 0.521 -2.411
C -4.711 -1.782 0.853
H -5.458 -2.446 0.418
Br -9.821 -3.789 -2.740
C -10.648 -2.157 -3.329
H -0.285 -4.281 1.937
H -6.792 -3.158 -5.720
Br -6.826 -3.472 -8.169
O -1.084 -1.012 -1.432
O -4.245 0.673 2.615
Br 9.753 5.440 -0.075
Br 11.238 6.974 3.365
Br 9.346 1.956 3.615
Br 7.628 7.795 -0.127
C -6.802 4.249 1.513
C -0.167 -3.714 2.859
C 0.595 -2.404 2.560
H 0.938 1.025 2.288
C -6.847 0.008 4.133
H -6.927 -5.802 -9.769
Br -7.592 -5.438 -12.118
C 4.649 -0.574 3.256
Br 12.261 9.383 1.559
H 0.337 -4.306 3.617
Br -8.157 0.970 5.161
C -6.200 -3.781 -6.375
Br -6.056 -1.422 5.148
O -2.683 2.487 2.303
Br 3.666 -1.057 4.841
Br -4.904 4.490 1.688
C 13.138 2.451 -2.631
Br -6.764 0.890 -1.163
H -6.107 0.477 -3.547
H 12.951 2.657 -3.674
H 7.293 5.344 -0.278
Br 3.701 0.753 2.225
H -0.257 1.655 3.165
C 10.727 8.469 2.270
B -0.520 -0.490 -0.276
Br 8.315 2.051 0.615
C 7.942 5.956 0.334
H -1.966 4.692 3.240
Br 1.648 -6.219 0.406
H 10.173 8.074 1.429
H -1.178 -3.486 3.197
Br 7.882 1.707 -3.207
Br 6.755 -0.721 -1.507
H 0.923 -0.592 3.637
O -1.959 0.212 3.194
Br -4.370 -3.254 -6.170
C -3.346 -2.049 0.252
*
```

Atom charges from the Löwdin analysis, given in e for atoms 1 to 5:
1. H 0.021
2. Br 0.586
3. H 0.132
4. C -1.649
5. C -1.640



What did the third record say?
Molecular formula: C4H10N2O
Method: DFT, ωB97M-V/def2-TZVPD

**E_tot**: -9336.3234 eV
**Molar mass**: 102.137 g/mol
**SMILES**: NCC[C@H](N)C=O

Geometry as ORCA input:
```
! wB97M-V def2-TZVPD RIJCOSX def2/J DEFGRID3
* xyz 0 1
H 1.615 1.445 0.596
H 0.505 -1.509 0.415
H -0.875 1.184 -0.204
H -0.700 -1.105 -0.797
H 2.018 0.348 -0.874
H -0.138 0.279 -2.627
C -1.103 -0.176 1.632
C 0.222 -0.760 -0.330
C 1.335 -0.471 -1.329
H 1.411 0.952 -2.570
H 1.986 -1.333 -1.494
C -0.305 0.467 0.506
O -2.211 -0.631 1.465
N 0.767 1.257 1.104
H 0.369 2.115 1.479
N 0.862 0.095 -2.689
H -0.487 -0.650 2.419
*
```

Atom charges from the Löwdin analysis, given in e for atoms 1 to 5:
1. H 0.048
2. H 0.113
3. H 0.162
4. H 0.115
5. H 0.105



Question: Number 6 is which compound?
Answer: C24H35BBr42FNO5S